Formula: C55H65N3P3Se2W
Source: the Open Molecules 2025 dataset
Level of theory: wB97M-V/def2-TZVPD

Orbital gap (alpha / beta): 3.629 / 3.622 eV
LUMO energy (alpha / beta): -10.444 / -10.450 eV
Net charge: +3

Element x y z (Å)
W: -0.899231 0.278025 -0.959992
Se: 0.539307 -2.240605 5.097817
Se: -1.116410 -2.216040 -0.990131
P: -0.053420 -2.759010 0.911248
P: 2.032461 -1.124590 4.099133
P: -3.172159 1.391937 -1.070929
N: 1.091397 0.815626 2.383159
N: -0.073496 -0.092009 0.833815
N: 0.342362 1.073586 1.381096
C: 1.199918 -0.562275 2.549333
C: -1.553174 -5.284187 3.672451
C: 5.922604 -2.350948 3.778690
C: 2.559737 0.392118 4.894566
C: 0.394923 2.513120 -2.064287
C: -1.879132 -0.926239 -4.443596
C: -3.022962 1.799253 -2.840125
C: -0.400159 -0.742616 -4.097179
C: -2.921596 -5.073391 3.549079
C: 2.551324 -3.064450 0.087563
C: 5.781570 -3.657878 3.336857
C: 4.802525 -1.553256 3.979056
C: 0.452840 -1.153994 1.544382
C: 1.230173 4.373611 -3.392506
C: 3.443584 -5.158909 -0.680965
C: -4.164688 2.053174 -3.597212
C: -5.940563 0.704693 -0.545756
C: 3.648001 0.583124 0.383536
C: -2.540751 -3.500058 1.779133
C: 3.599510 -3.795944 -0.441902
C: 3.866920 2.411217 4.931128
C: -4.786872 3.718299 -0.749692
C: 4.356711 1.173159 -1.975817
C: 3.373403 1.321218 4.238338
C: 1.348174 -3.708216 0.382545
C: -4.060718 2.557801 -4.882905
C: -1.752456 2.006709 -3.409412
C: 0.418231 -0.376704 -5.340927
C: 1.513550 2.034355 -1.393679
C: -4.158362 -0.496602 0.687003
C: 4.514737 -4.179269 3.095949
C: -0.485887 1.570761 -2.710868
C: 3.374772 0.355108 -1.109060
C: 1.979628 0.723730 -1.541793
C: 1.210172 -0.154113 -2.303994
C: -2.808485 2.832306 -5.417845
C: 0.281867 4.002896 -2.230653
C: 3.556185 2.576090 6.278002
C: -4.565522 -0.922000 -1.796443
C: -1.161953 -3.687719 1.931498
C: -3.543367 3.026981 -0.190042
C: -2.353257 3.942264 -0.440290
C: -3.417688 -4.191473 2.594805
C: 2.244043 0.560154 6.237414
C: 0.672844 4.809294 -0.975308
C: 1.182910 -5.076180 0.140969
C: 2.745856 1.658259 6.927320
C: 3.529000 -2.068200 3.725126
C: -1.663201 2.543968 -4.687827
C: -0.665015 -4.595208 2.866330
C: -3.642519 2.767144 1.321130
C: 2.243514 -5.797402 -0.389289
C: 3.395623 -3.386540 3.293722
C: -4.527734 0.129674 -0.678592
C: 0.004248 0.217240 -2.967885
H: 4.717095 0.475040 0.577650
H: -6.048138 1.420744 0.266704
H: -3.606521 -1.393982 -1.981421
H: 5.362477 0.766000 -1.859048
H: 4.399783 -5.210889 2.783247
H: 0.434993 4.296075 -0.043458
H: 2.258439 4.064689 -3.177484
H: 3.952488 3.426895 6.821423
H: -4.635368 4.055821 -1.775770
H: 1.610540 -1.133545 -2.528184
H: -2.285817 4.222118 -1.490385
H: -2.719831 3.251491 -6.413616
H: 0.248776 -1.127534 -6.115111
H: 1.491949 -0.346802 -5.131073
H: -4.337079 0.193236 1.511632
H: 4.925272 -0.547273 4.355782
H: -6.303153 1.150336 -1.474864
H: 3.122213 -0.139342 1.007242
H: -3.696712 3.734508 1.826559
H: 0.927276 3.924929 -4.340784
H: 0.394284 -4.781663 2.967288
H: 2.405637 -3.797424 3.164347
H: -6.598669 -0.139382 -0.319085
H: -2.494068 -1.067571 -3.555865
H: -4.939113 4.613335 -0.137001
H: -0.720717 4.251929 -2.548571
H: 6.907833 -1.955584 3.995002
H: -5.147907 1.868685 -3.177257
H: -4.791723 -1.373279 0.850228
H: -4.922997 -0.493528 -2.736105
H: 1.610457 -0.160822 6.737137
H: -5.264542 -1.711360 -1.505904
H: 4.270283 -5.731219 -1.088254
H: 3.618461 1.192995 3.189354
H: 3.521587 -0.700964 -1.341994
H: 2.673924 -2.010533 0.314668
H: -4.956587 2.750327 -5.461598
H: 1.743041 5.030004 -0.970869
H: 4.546544 -3.313731 -0.654117
H: -4.534509 2.211109 1.605209
H: -2.287286 -0.097271 -5.020909
H: 4.099804 1.134639 -3.038498
H: -0.686383 2.721368 -5.125441
H: 1.221697 5.458530 -3.515614
H: 0.117308 0.593149 -5.744881
H: -2.760557 2.246370 1.705443
H: 2.128510 2.745637 -0.854534
H: 0.151902 5.766903 -0.975426
H: 2.131735 -6.859587 -0.573326
H: 0.245688 -5.570315 0.367923
H: -1.421920 3.482621 -0.108815
H: -1.173296 -5.990502 4.398618
H: -1.978217 -1.827724 -5.051581
H: 6.658351 -4.280980 3.203860
H: -5.700541 3.137550 -0.697113
H: -2.922365 -2.832068 1.015780
H: 4.381429 2.221540 -1.659585
H: -0.048202 -1.715963 -3.750399
H: -2.493997 4.861251 0.137886
H: 3.346967 1.585892 0.702368
H: -3.131526 -0.825258 0.764269
H: 2.503307 1.790948 7.974755
H: 4.499721 3.134013 4.429212
H: -3.608215 -5.606886 4.195845
H: -4.487662 -4.058563 2.479221

Atoms 1-3, force components in eV/Å:
W 1.82 -1.97 0.56
Se 0.22 0.13 -0.25
Se -0.25 1.70 -0.39

***

Formula: C20H28N4O2S
Source: the Open Molecules 2025 dataset
Level of theory: wB97M-V/def2-TZVPD

Relative energy (zero: lowest compared OMol25 entry of this formula, charge and spin): 1615.2 kJ/mol
Orbital gap: 7.252 eV
LUMO energy: -0.386 eV
SMILES: CCOCCCNC(=S)Nc1ccc2nc(N3CCOCC3)cc(C)c2c1

Element x y z (Å)
S: 6.061242 1.965135 -0.029750
O: 2.679768 -1.812645 -1.231012
O: -5.806011 -0.335712 -1.421104
N: 3.254085 2.441763 -0.560049
N: -4.016281 1.091343 0.483154
N: 4.059573 0.134250 0.053745
N: -2.114491 1.605674 -0.261210
C: 4.375348 -2.292805 0.391571
C: 1.417813 1.485718 0.653586
C: 0.192845 -1.768987 -1.076018
C: 1.530935 -2.406700 -0.539288
C: -4.822175 1.665539 -0.454278
C: 4.998611 -0.792412 0.148792
C: 1.998008 1.986098 -0.482490
C: -0.007213 1.233905 0.557433
C: -1.993273 0.429071 1.657401
C: 3.774536 -2.642384 -0.984039
C: -4.861583 0.033070 1.012341
C: -0.884436 1.865014 -0.154431
C: 0.075292 -0.224094 2.801110
C: -5.067833 -1.103294 -0.107430
C: -5.059940 0.700446 -1.616482
C: 1.238522 2.767963 -1.137097
C: 4.292573 1.670575 -0.117947
C: -0.686633 0.364539 1.669810
C: -0.314410 2.836740 -1.162130
C: -2.791035 0.975046 0.676995
H: -0.533228 -0.670931 3.307455
H: -4.175558 -1.433969 -0.478692
H: 3.256720 -0.269492 -0.340757
H: 3.384563 -3.623988 -0.898108
H: -4.204357 2.415288 -1.035383
H: 0.664242 0.610411 3.625344
H: 0.258364 -1.992080 -2.306027
H: -4.478903 -0.666985 1.981216
H: 3.582322 3.310615 -0.841172
H: -5.794495 -2.121114 0.228098
H: 1.448338 -2.107099 0.488838
H: 1.973469 0.784499 1.383256
H: 0.863028 -0.674565 2.434092
H: -5.824811 0.222897 1.468821
H: 5.130334 -3.056986 0.707947
H: 4.390901 -2.563851 -1.963841
H: -2.561184 -0.114375 2.424662
H: 5.796066 -0.689473 -0.691755
H: 1.487056 3.540576 -1.806957
H: 1.361767 -3.449164 -0.685074
H: 5.736488 -0.723419 1.196534
H: -5.862283 2.116026 -0.055029
H: -0.630772 -2.173301 -0.519103
H: 3.702498 -2.214531 1.049250
H: -5.707884 1.065861 -2.308639
H: -4.121554 0.207561 -2.194797
H: 0.267037 -0.769407 -1.001973
H: -0.931995 3.168157 -1.939414

Atoms 1-3, force components in eV/Å:
S -3.68 0.69 -0.11
O -2.89 -0.93 0.72
O -1.65 -7.47 6.34

***

Formula: C40H62N2OP2SScSe3Te
Source: the Open Molecules 2025 dataset
Level of theory: wB97M-V/def2-TZVPD

Orbital gap: 5.154 eV
LUMO energy: 2.006 eV
Net charge: -1

Element x y z (Å)
Te: 0.422433 2.699955 -5.010297
Se: 2.520769 -0.035056 -4.051574
Se: 0.894109 1.322387 -2.962722
Se: 4.610307 0.813692 -4.080814
Sc: 0.463572 0.085577 -0.801136
S: 0.121455 -1.562646 -3.721132
P: -0.623375 -2.199184 0.501508
P: -0.375077 2.745726 -0.068733
O: 0.207102 -1.550330 -2.203340
N: 2.138068 0.194923 0.551630
N: -1.724630 0.315495 -0.896333
C: -1.519354 -2.315522 -4.046579
C: -0.865014 -5.151509 0.523215
C: -2.016214 4.689040 1.292019
C: 0.606498 4.318941 -0.255815
C: 0.851939 -2.722439 2.788795
C: -0.378011 -3.915230 -0.230671
C: 1.116247 -4.079840 -0.539980
C: -2.095247 1.400673 -1.719052
C: -0.018299 -4.200525 -4.335558
C: -2.368798 -1.807591 0.133779
C: -5.060562 -1.141061 -0.174641
C: -1.943255 3.768031 -2.238888
C: -2.719263 2.301540 1.416006
C: 1.321547 1.573210 4.439434
C: -2.695976 -0.565020 -0.483930
C: -4.727709 -2.388580 0.343059
C: -4.081040 -0.263606 -0.576193
C: -1.570000 2.686202 -1.450747
C: 1.920974 0.751551 1.783579
C: -3.289002 2.338450 -3.605733
C: 3.518738 -0.095011 0.108319
C: 1.509011 4.367935 -1.484726
C: -1.268216 -3.541855 -4.910930
C: -1.111577 1.078960 4.123834
C: 3.409752 -1.207887 -0.946208
C: 2.897500 1.305037 2.638706
C: -3.389527 -2.689257 0.498640
C: 3.739470 2.158792 4.826991
C: 0.298302 1.147327 3.591655
C: -1.519412 3.246287 1.342919
C: -2.822735 3.606266 -3.295116
C: -1.613830 -3.139965 3.155907
C: -0.573519 -2.346328 2.369186
C: 4.142168 1.153075 -0.523837
C: 0.597443 0.773743 2.298156
C: 1.010642 -3.086541 -4.206130
C: 1.461317 4.438068 1.012077
C: 2.614700 1.678612 3.945613
C: 4.463312 -0.676679 1.189062
C: -2.929146 1.250347 -2.831907
H: -0.400980 -5.226113 1.506335
H: -1.431731 2.053127 4.500175
H: -3.923704 2.191798 -4.470917
H: 0.958994 4.259317 -2.418985
H: 5.166057 0.961048 -0.847375
H: 1.592356 -2.200244 2.176914
H: -3.124651 -3.643787 0.926014
H: -0.238026 -4.616483 -3.348130
H: 1.695657 -4.152014 0.383190
H: 1.097857 1.847736 5.465155
H: -3.098678 4.455298 -3.906007
H: 2.099956 5.322139 0.948176
H: -0.715297 -1.303330 2.655956
H: 4.397982 2.838502 4.284393
H: -0.218816 0.439098 1.659800
H: -3.388899 2.470433 0.571332
H: 1.487894 -3.228825 -1.106482
H: -0.574248 -6.038918 -0.045447
H: 3.334994 -2.183788 -0.459189
H: -1.521717 4.746986 -2.046237
H: -5.494028 -3.092282 0.642443
H: 5.084428 0.077162 1.668862
H: -2.765817 4.831935 2.075172
H: 5.142398 -1.386209 0.713377
H: -2.627914 -2.822822 2.921978
H: 3.896403 -1.203019 1.959910
H: 3.900093 1.470422 2.279261
H: -0.088242 5.159588 -0.315648
H: -1.218433 5.411100 1.465385
H: -6.100437 -0.850490 -0.270511
H: -1.448827 -2.948151 4.220122
H: -1.945898 -5.179191 0.640795
H: 2.520790 -1.079732 -1.564506
H: 2.106793 3.562473 1.113726
H: -2.418819 1.254688 1.401967
H: 4.268296 -1.192221 -1.618221
H: 4.136419 1.990019 0.180556
H: -1.824035 0.758801 3.363499
H: 1.761218 -3.260145 -3.438403
H: 1.510126 -2.857774 -5.147957
H: -2.491651 4.908128 0.333054
H: 1.025554 -2.436434 3.828883
H: -4.377361 0.700392 -0.961425
H: -1.076459 -3.226596 -5.940114
H: -2.137896 -1.562999 -4.532856
H: 3.359914 2.672607 5.710562
H: -2.126891 -4.215078 -4.916889
H: -0.922485 -3.849498 -1.177679
H: 1.020710 -3.798772 2.701000
H: -3.283564 2.480353 2.335499
H: -1.936545 -2.559691 -3.066920
H: -3.288327 0.258345 -3.078066
H: 2.025088 5.332097 -1.516367
H: 1.293120 -4.989769 -1.121727
H: 4.338841 1.308195 5.160351
H: 2.270571 3.588901 -1.448342
H: 3.577645 1.452151 -1.407877
H: -0.919384 3.111096 2.248514
H: -1.163650 0.375329 4.958913
H: -1.535085 -4.215669 3.000626
H: 0.858070 4.514071 1.919859
H: 0.341662 -5.011494 -4.970812

Atoms 1-3, force components in eV/Å:
Te -0.46 0.46 -0.28
Se 0.32 -0.44 -0.43
Se 0.85 0.92 -1.01

***

Formula: C17H29Br2F3O5S
Source: the Open Molecules 2025 dataset
Level of theory: wB97M-V/def2-TZVPD

Relative energy (zero: lowest compared OMol25 entry of this formula, charge and spin): 714.7 kJ/mol
Orbital gap: 6.143 eV
LUMO energy: -0.236 eV

Element x y z (Å)
Br: -1.106639 -0.770331 -4.901194
Br: -2.019108 2.814060 -4.182555
S: -0.170945 -2.377816 -0.460963
F: 0.076061 1.375230 -3.343609
F: -1.341431 1.817009 -1.825741
F: -3.204782 0.304459 -3.543786
O: 3.785628 -0.192357 0.294032
O: 2.385676 -0.289936 -1.448578
O: 0.213345 1.952944 3.076263
O: 0.933147 0.624198 1.367299
O: -3.340974 2.403613 1.623700
C: 0.273733 -1.716227 1.162831
C: 2.857686 0.234877 -0.292543
C: -1.194564 1.425063 -3.067660
C: 2.528878 1.851783 2.637740
C: -1.910939 0.066012 -3.330696
C: -1.828357 -0.890201 -2.147278
C: 2.586050 -2.649688 -0.796306
C: -3.220527 1.207327 0.928010
C: 2.959399 -1.552188 -1.795208
C: -2.085336 3.114370 1.554042
C: -1.935381 0.515308 1.373987
C: 1.241563 -3.323725 -1.086116
C: -0.885622 -1.624124 2.129109
C: -2.164630 -0.983173 1.587078
C: -0.411883 -0.970570 -1.592707
C: 2.111891 1.455247 0.192506
C: 1.082456 1.436462 2.331804
H: -0.117621 -0.048279 -1.101831
H: 0.300089 -1.131893 -2.399282
H: 1.701959 1.305141 1.196999
H: -0.571239 -1.045983 2.993544
H: -1.591257 0.897262 2.324919
H: 1.077793 -3.599841 -2.124862
H: -1.173903 0.650066 0.607973
H: 3.366981 -3.404203 -0.873866
H: 2.569287 -2.265452 0.217379
H: 0.781782 -0.753047 1.081231
H: 2.784957 2.303611 0.136337
H: -2.894813 -1.078907 2.391504
H: 2.501232 -1.831166 -2.746096
H: -3.335246 1.334292 -0.160401
H: -2.476186 -0.489479 -1.370198
H: 2.783937 1.571900 3.660373
H: 1.271006 1.670641 -0.470618
H: -2.195864 -1.868920 -2.445494
H: 1.225967 -4.261647 -0.531842
H: 4.025953 -1.517771 -1.991892
H: -1.541589 2.936166 0.625874
H: -1.137848 -2.624436 2.493500
H: -4.057325 0.561371 1.220761
H: -2.595882 -1.466443 0.703618
H: -2.316718 4.177048 1.634050
H: 0.988151 -2.428940 1.576770
H: 3.233791 1.370333 1.958454
H: -1.453053 2.847558 2.411490
H: 2.631263 2.933389 2.538143

Atoms 1-3, force components in eV/Å:
Br -0.20 0.10 -0.01
Br 0.17 -0.04 -0.07
S -1.24 -0.34 -0.10